Record 1
C4H6ClN3 | wB97M-V/def2-TZVPD

As for the HOMO-LUMO gap: 9.6 eV. The value obtained for the LUMO energy is 0.6509 eV. The charge is 0. Its structure (SMILES) is [H]/N=C1/C(Cl)=CCN1N.

Cartesian coordinates (Å):
C (1.19542, 1.47664, -0.00466)
C (-0.30807, 1.55112, 0.03343)
C (-0.80887, 0.32352, -0.00466)
C (0.28661, -0.69441, -0.06522)
H (3.34612, -0.23954, -0.60220)
H (3.02998, -0.26296, 1.00398)
H (1.61098, 1.81753, 0.97229)
H (1.60828, 2.10805, -0.79805)
H (-0.83096, 2.45437, 0.09352)
H (1.08535, -2.38319, -0.00965)
N (2.66430, -0.53754, 0.08531)
N (1.44635, 0.06843, -0.20144)
N (0.13254, -1.95306, 0.02169)
Cl (-2.45545, -0.14590, 0.01458)

Here are the Löwdin charges for atoms 1 to 5, given in e: -0.152 -0.065 -0.636 -0.440 0.088

Record 2
C7H15NS2 | wB97M-V/def2-TZVPD

As for the HOMO-LUMO gap: 8.3 eV. The value obtained for the LUMO energy is 0.7317 eV. The charge is 0. Its structure (SMILES) is CN(C)CCC1CSSC1.

Cartesian coordinates (Å):
C (-2.63958, 0.75081, -0.91878)
C (-2.55033, -0.47503, 1.05265)
C (-0.66247, -0.84098, -0.58456)
C (0.22112, 0.19217, 0.11069)
C (1.66354, 0.19362, -0.25212)
C (2.19417, -1.22330, 0.04521)
C (2.51238, 1.20004, 0.35799)
H (-3.74961, 0.67971, -0.99212)
H (-2.46348, 1.54703, -0.22498)
H (-2.21040, 1.04319, -1.91364)
H (-2.03361, -1.28829, 1.64892)
H (-3.60221, -0.71782, 1.24240)
H (-2.24316, 0.64752, 1.36714)
H (-0.29704, -0.92701, -1.59713)
H (-0.58097, -1.86902, -0.21679)
H (0.23072, 0.12379, 1.21382)
H (-0.20181, 1.26482, -0.09787)
H (1.76921, 0.34600, -1.35109)
H (1.68271, -1.98627, -0.63106)
H (2.09399, -1.42992, 1.11483)
H (2.30274, 2.18066, -0.19712)
H (2.45984, 1.45567, 1.43295)
N (-2.14042, -0.50797, -0.32793)
S (4.03378, -1.17715, -0.24176)
S (4.21091, 0.81772, -0.03964)

Here are the Löwdin charges for atoms 1 to 5, given in e: -0.131 -0.142 -0.163 -0.203 -0.552

Record 3
C30H27AsCl3HgN4O2S3 | wB97M-V/def2-TZVPD

As for the HOMO-LUMO gap (alpha / beta): 3.2 / 5.5 eV. The value obtained for the LUMO energy (alpha / beta) is 3.8701 / 3.8698 eV. The multiplicity is 2. The charge is -2.

Cartesian coordinates (Å):
Hg (-0.25400, 1.92025, -1.14340)
Cl (3.10768, 1.09641, 5.90438)
C (2.70969, 1.40877, 4.21533)
C (1.39660, 1.34413, 3.78547)
C (1.09834, 1.57188, 2.45561)
Cl (-0.58878, 1.47518, 1.98814)
C (2.06323, 1.84359, 1.44760)
O (1.81795, 1.97315, 0.23460)
C (3.39064, 1.94064, 1.99209)
Cl (4.67004, 2.34304, 0.87506)
C (3.71519, 1.71994, 3.31056)
H (0.59871, 1.11174, 4.47658)
H (4.74606, 1.78827, 3.62981)
S (-1.11535, 6.13633, -3.08222)
C (-0.79668, 4.65355, -2.36310)
S (-0.34391, 3.25464, -3.31919)
S (-0.89588, 4.41671, -0.63335)
O (-0.11807, -0.19385, -0.88811)
As (1.11105, -1.25638, -1.39469)
C (0.69251, -2.50940, -2.68707)
C (1.35342, -2.58870, -3.95053)
C (0.97852, -3.52165, -4.87956)
C (-0.07650, -4.43705, -4.62281)
C (-0.74141, -4.35641, -3.38852)
C (-0.39663, -3.41903, -2.44239)
C (2.57256, -0.19893, -2.03177)
C (3.83399, -0.31077, -1.45383)
C (4.87902, 0.48129, -1.90787)
C (4.66168, 1.39247, -2.93068)
C (3.40104, 1.51323, -3.49910)
C (2.35468, 0.71972, -3.05347)
C (1.70153, -2.18999, 0.14039)
C (2.11499, -1.46834, 1.25936)
C (2.62097, -2.13195, 2.36859)
C (2.70216, -3.51110, 2.39066)
C (2.28601, -4.23005, 1.27584)
C (1.80396, -3.57705, 0.15529)
H (2.17629, -1.91729, -4.17583)
H (1.50568, -3.55514, -5.82716)
H (-0.37635, -5.16264, -5.36767)
H (-1.56672, -5.03020, -3.17814)
H (-0.96613, -3.35343, -1.51943)
H (3.99777, -1.01114, -0.64280)
H (5.85423, 0.40547, -1.44083)
H (5.46948, 2.03198, -3.26345)
H (3.21484, 2.25040, -4.26856)
H (1.36434, 0.84393, -3.48452)
H (2.03248, -0.38927, 1.27179)
H (2.93989, -1.55281, 3.22664)
H (3.08570, -4.02433, 3.26137)
H (2.34694, -5.31164, 1.27336)
H (1.50715, -4.13895, -0.72217)
C (-6.29315, 0.00227, 2.34936)
C (-5.82038, 1.41931, 2.64468)
C (-4.50008, 1.41653, 3.40744)
C (-5.73626, 2.27668, 1.38581)
N (-4.72775, 1.81319, 0.44713)
C (-3.44332, 2.17654, 0.32424)
N (-2.89238, 1.47459, -0.63714)
N (-3.87729, 0.67092, -1.12352)
N (-4.97689, 0.87002, -0.47834)
H (-6.36139, -0.57231, 3.27410)
H (-5.60164, -0.51615, 1.68382)
H (-7.27236, -0.00468, 1.86916)
H (-6.57939, 1.91750, 3.26284)
H (-3.69978, 0.96895, 2.81675)
H (-4.58457, 0.83082, 4.32335)
H (-4.18447, 2.42354, 3.68255)
H (-5.46437, 3.30259, 1.64549)
H (-6.68380, 2.30498, 0.84655)
H (-2.94138, 2.93548, 0.89937)

Here are the Löwdin charges for atoms 1 to 5, given in e: 0.766 0.564 -0.702 -0.170 -0.569